C5H11N | wB97M-V/def2-TZVPD

Last column: Mulliken charge in e.
CARTESIAN COORDINATES (ANGSTROEM)
C 0.94039 0.11461 -2.11294  -1.127
C -0.08610 1.56248 -0.39163  -0.534
N 0.05709 0.68360 0.58179  -0.109
C 0.92967 -0.40523 0.58797  -0.515
C -0.54492 -0.62530 0.72206  0.220
C -1.27292 -0.91765 2.01126  -1.339
H 1.68043 0.87018 -2.39350  0.341
H 1.29641 -0.85042 -2.49834  0.345
H 0.00503 0.32930 -2.63626  0.305
H 0.71207 2.28075 -0.55123  0.321
H -1.09061 1.81878 -0.71901  0.323
H 1.11099 -0.28921 -0.81011  0.104
H 1.66008 -0.57978 1.37321  0.289
H -1.02851 -0.99606 -0.19011  0.412
H -1.30291 -1.99803 2.18817  0.328
H -2.30599 -0.55163 1.98306  0.298
H -0.76023 -0.44637 2.85562  0.338

Output
LUMO level (alpha / beta)   0.0232 / 0.0231 Eh
E   -251.665229 hartree
Multiplicity   1
Orbital gap (alpha / beta)   8.117 / 8.116 eV
ΔE to the lowest compared entry with this formula, charge and spin   5.369 eV